1.
Here is one molecule with the formula CH4N2O2 in a non-equilibrium geometry from OMol25. Energies are from the ωB97M-V functional and the def2-TZVPD basis.

Positions of all 9 atoms, in Å:
O1 1.42 -0.69 -0.38
O2 -1.19 -1.06 0.21
N1 -1.34 0.32 -0.20
N2 0.98 0.65 0.51
C1 -0.35 1.02 -0.12
H1 -0.17 -1.20 0.19
H2 2.04 -1.35 0.25
H3 -0.60 2.12 -0.41
H4 1.56 1.47 -0.02

- SMILES: O/N=C\NO
- HOMO energy: -10.115 eV
- Charge: 0
- ΔE to the lowest compared entry with this formula, charge and spin: 116.7 kcal per mole
- Gap between HOMO and LUMO: 0.368 hartree
- Molar mass: 76.055 g/mol

Mulliken atomic charge list, values in e, 8 entries:
1. O -0.579
2. O -0.383
3. N -0.243
4. N -0.258
5. C 0.053
6. H 0.420
7. H 0.367
8. H 0.290

---

2.
Here is one molecule with the formula C3H10S2Si from OMol25. Energies are from the ωB97M-V functional and the def2-TZVPD basis.

Positions of all 16 atoms, in Å:
S1 -3.01 -0.02 -0.29
S2 1.74 -2.34 -0.83
Si1 -1.42 1.20 0.49
C1 0.91 -1.19 0.32
C2 1.29 0.29 0.14
C3 0.17 1.13 -0.50
H1 -0.16 -1.34 0.19
H2 1.55 0.72 1.11
H3 -2.00 2.56 0.45
H4 -2.48 -1.19 0.09
H5 -1.16 0.81 1.89
H6 0.80 -2.33 -1.77
H7 -0.06 0.74 -1.50
H8 0.51 2.15 -0.64
H9 1.15 -1.54 1.32
H10 2.18 0.35 -0.48

- SMILES: SCCC[SiH2]S
- HOMO energy: -9.234 eV
- Charge: 0
- ΔE to the lowest compared entry with this formula, charge and spin: 5.6 kcal per mole
- Gap between HOMO and LUMO: 0.363 hartree
- Molar mass: 138.333 g/mol

Mulliken atomic charge list, values in e, 8 entries:
1. S -0.310
2. S -0.203
3. Si 0.486
4. C -0.264
5. C -0.472
6. C -0.731
7. H -0.143
8. H 0.301